[1]
DFT (ωB97M-V with the def2-TZVPD basis set) results for 6 unconnected molecules or ions with the total composition C18H53ClN5O4.

Results
LUMO level (spin up / spin down) ... 0.2 / -0.1 eV
HOMO-LUMO gap (spin up / spin down) ... 4.487 / 7.374 eV
Molecular weight ... 439.1 Da
Energy above the lowest of the compared OMol25 structures with the same formula, charge and spin ... 0.0 kcal per mole
Calculated total energy ... -1752.03909 hartree
2S+1 ... 2

Atoms and positions in Å:
N 23.954 15.896 -2.681
H 24.096 16.791 -3.126
H 24.772 15.371 -2.407
H 23.288 15.350 -3.208
H 23.432 16.093 -1.839
N 23.091 19.177 -0.262
H 23.927 19.414 0.253
H 22.937 18.180 -0.221
H 23.250 19.544 -1.190
H 22.222 19.413 0.196
Cl 25.079 19.401 -3.506
O 24.908 20.316 -4.620
O 26.002 18.320 -3.706
O 25.498 20.213 -2.383
O 23.859 18.854 -3.247
C 27.715 14.433 -0.412
C 26.348 14.693 -0.997
N 25.963 13.769 -2.071
C 26.836 13.674 -3.302
C 27.110 14.989 -4.050
C 25.518 12.414 -1.605
C 24.001 12.329 -1.059
H 28.450 14.195 -1.181
H 27.629 13.561 0.236
H 27.900 15.304 0.217
H 25.617 14.731 -0.190
H 26.269 15.705 -1.394
H 27.818 13.279 -3.043
H 26.455 13.013 -4.082
H 27.587 14.776 -5.007
H 26.198 15.558 -4.229
H 27.862 15.552 -3.499
H 26.249 12.146 -0.842
H 25.601 11.658 -2.386
H 23.339 12.622 -1.875
H 23.853 12.998 -0.212
H 23.807 11.328 -0.673
C 25.991 19.467 -8.124
C 27.244 20.289 -8.493
N 28.507 19.575 -7.978
C 28.634 19.494 -6.465
C 28.560 20.772 -5.698
C 28.828 18.337 -8.665
C 30.302 18.302 -8.925
H 25.804 19.542 -7.053
H 26.028 18.425 -8.442
H 25.046 19.889 -8.467
H 27.408 20.349 -9.569
H 27.275 21.338 -8.197
H 27.820 18.859 -6.116
H 29.451 18.828 -6.187
H 29.421 21.384 -5.967
H 27.845 21.535 -6.009
H 28.365 20.514 -4.658
H 28.421 18.335 -9.676
H 28.343 17.491 -8.179
H 30.631 17.678 -9.756
H 30.857 17.900 -8.077
H 30.683 19.300 -9.146
C 28.746 22.555 -1.541
C 29.443 21.992 -0.300
N 30.470 21.012 -0.614
C 30.912 20.322 0.584
C 32.104 19.338 0.474
C 30.137 20.094 -1.715
C 28.860 19.248 -1.545
H 28.195 21.814 -2.120
H 29.377 23.224 -2.127
H 27.863 23.065 -1.155
H 29.942 22.861 0.128
H 28.785 21.753 0.535
H 31.178 21.097 1.303
H 30.120 19.681 0.971
H 32.195 18.763 1.395
H 32.060 18.664 -0.381
H 33.006 19.931 0.321
H 30.994 19.448 -1.906
H 30.134 20.614 -2.672
H 27.998 19.888 -1.354
H 28.921 18.527 -0.731
H 28.561 18.733 -2.458



[2]
DFT (ωB97M-V with the def2-TZVPD basis set) results for a molecular structure, C19H11MoN4O2S2.

Results
LUMO level (spin up / spin down) ... -13.0 / -12.5 eV
HOMO-LUMO gap (spin up / spin down) ... 5.299 / 5.866 eV
Molecular weight ... 487.4 Da
Total charge ... +3
Calculated total energy ... -1963.57051 hartree
2S+1 ... 3

Atoms and positions in Å:
Mo 1.382 0.682 -0.257
O -5.771 1.737 1.148
N -4.812 2.460 1.209
O -4.670 3.462 1.876
C -3.615 2.036 0.461
C -3.706 1.850 -0.866
C -2.542 1.465 -1.608
C -2.531 1.258 -3.007
C -1.369 0.880 -3.644
C -0.209 0.705 -2.905
N -0.193 0.896 -1.572
C -1.350 1.275 -0.926
C -1.281 1.470 0.483
N -0.063 1.264 1.095
C 0.054 1.446 2.423
C -1.028 1.840 3.194
C -2.252 2.052 2.596
C -2.400 1.862 1.200
H -4.652 1.985 -1.377
H -3.443 1.400 -3.577
H -1.342 0.720 -4.714
H 0.717 0.412 -3.381
H 1.026 1.280 2.868
H -0.895 1.982 4.257
H -3.096 2.375 3.195
S 3.534 1.672 -0.497
C 3.807 -0.056 -0.264
N 2.662 -0.788 -0.106
C 2.900 -2.170 0.075
C 1.970 -3.181 0.259
C 2.454 -4.467 0.413
C 3.828 -4.732 0.383
C 4.756 -3.724 0.200
C 4.268 -2.434 0.045
S 5.197 -0.966 -0.203
H 0.911 -2.968 0.280
H 1.762 -5.286 0.559
H 4.177 -5.749 0.506
H 5.816 -3.942 0.178



[3]
DFT (ωB97M-V with the def2-TZVPD basis set) results for a molecular structure, C32H26BrCrIN7O4STe.

Results
LUMO level (spin up / spin down) ... -0.9 / -1.1 eV
HOMO-LUMO gap (spin up / spin down) ... 6.545 / 6.325 eV
Molecular weight ... 991.1 Da
Energy above the lowest of the compared OMol25 structures with the same formula, charge and spin ... 0.0 kcal per mole
Calculated total energy ... -6501.77707 hartree
2S+1 ... 4

Atoms and positions in Å:
Cr -0.410 -0.505 0.553
C -5.590 0.991 -1.373
C -5.415 -0.304 -1.842
C -4.194 -0.943 -1.702
C -3.145 -0.272 -1.081
C -3.322 1.013 -0.591
C -4.539 1.649 -0.754
N -1.880 -0.903 -0.888
N -1.647 -1.856 -1.667
C -0.502 -2.589 -1.362
C -0.180 -3.639 -2.220
C 0.919 -4.422 -1.923
C 1.653 -4.152 -0.773
C 1.311 -3.100 0.070
C 0.223 -2.279 -0.202
H -6.545 1.486 -1.492
H -6.238 -0.826 -2.311
H -4.047 -1.951 -2.058
H -2.511 1.515 -0.094
H -4.661 2.660 -0.391
H -0.793 -3.820 -3.093
H 1.206 -5.237 -2.574
H 2.510 -4.769 -0.533
H 1.916 -2.935 0.955
C 1.546 -1.694 3.722
C 2.088 -0.851 2.629
N 1.423 -0.385 1.588
C 2.329 0.271 0.787
C 3.561 0.230 1.372
N 3.381 -0.480 2.532
C 4.912 0.738 1.017
O 5.008 1.443 -0.085
O 5.843 0.490 1.747
C 1.874 0.776 -0.537
O 2.621 1.480 -1.221
O 0.693 0.404 -0.844
H 0.528 -1.995 3.479
H 1.531 -1.156 4.671
H 2.155 -2.590 3.844
H 4.138 -0.695 3.164
H 4.124 1.513 -0.570
Br -3.879 2.798 -3.895
C -2.263 3.776 -3.922
C -2.331 5.163 -3.893
C -1.167 5.912 -3.884
C 0.067 5.275 -3.894
C 0.133 3.893 -3.920
C -1.033 3.131 -3.942
I -0.850 1.057 -3.999
H -3.298 5.646 -3.876
H -1.226 6.992 -3.867
H 0.981 5.853 -3.887
H 1.091 3.391 -3.920
Te -2.367 -1.461 2.151
C -1.859 -1.780 4.170
C -2.000 -2.958 4.847
C -1.715 -2.858 6.237
C -1.365 -1.600 6.614
S -1.400 -0.534 5.270
H -2.299 -3.874 4.358
H -1.763 -3.691 6.923
H -1.095 -1.245 7.595
N -0.397 3.340 4.465
C -0.425 3.146 3.120
C -0.656 1.864 2.586
N -0.648 1.651 1.285
C -0.424 2.704 0.478
C -0.211 3.955 1.017
N -0.204 4.189 2.327
H -0.742 2.624 5.080
H -0.371 4.287 4.798
H -0.867 1.018 3.225
H -0.405 2.525 -0.588
H -0.035 4.804 0.368



[4]
DFT (ωB97M-V with the def2-TZVPD basis set) results for a molecular structure, C19H20AuN3OS2.

Results
LUMO level ... -7.6 eV
HOMO-LUMO gap ... 7.016 eV
Molecular weight ... 567.5 Da
Total charge ... +2
Energy above the lowest of the compared OMol25 structures with the same formula, charge and spin ... 11.7 kcal per mole
Calculated total energy ... -1906.96630 hartree

Atoms and positions in Å:
Au -0.518 0.089 0.105
S -0.295 -3.098 3.130
C 0.857 -1.911 3.545
C 0.918 -0.877 2.653
C -0.005 -1.098 1.608
C -0.751 -2.231 1.736
C -1.778 -2.477 0.755
C -2.622 -3.569 0.648
C -3.532 -3.617 -0.394
C -3.583 -2.584 -1.323
C -2.734 -1.511 -1.166
N -1.866 -1.467 -0.147
H 1.432 -2.026 4.451
H 1.581 -0.031 2.757
H -2.557 -4.368 1.373
H -4.203 -4.462 -0.484
H -4.277 -2.600 -2.149
H -2.730 -0.672 -1.846
C -1.326 4.640 -2.662
N -2.229 3.633 -2.066
C -3.669 3.896 -1.862
C -1.727 2.531 -1.617
N -1.296 1.523 -1.236
H -1.945 5.404 -3.123
H -0.709 4.179 -3.428
H -0.701 5.100 -1.899
H -3.920 4.796 -2.413
H -3.891 4.050 -0.808
H -4.259 3.070 -2.254
C 3.916 0.719 -1.022
S 2.734 0.002 0.097
O 1.427 0.678 -0.434
C 2.663 -1.669 -0.473
C 3.065 -2.664 0.407
C 2.989 -3.988 -0.002
C 2.501 -4.294 -1.264
C 2.089 -3.286 -2.131
C 2.171 -1.960 -1.741
H 3.632 0.495 -2.048
H 4.889 0.291 -0.782
H 3.922 1.792 -0.838
H 3.436 -2.409 1.392
H 3.314 -4.777 0.663
H 2.447 -5.327 -1.582
H 1.724 -3.536 -3.118
H 1.854 -1.165 -2.406



[5]
DFT (ωB97M-V with the def2-TZVPD basis set) results for a molecular structure, C18H25AsF6N6O6RhS3.

Results
LUMO level (spin up / spin down) ... -10.9 / -10.9 eV
HOMO-LUMO gap (spin up / spin down) ... 5.848 / 5.847 eV
Molecular weight ... 809.5 Da
Total charge ... +3
Energy above the lowest of the compared OMol25 structures with the same formula, charge and spin ... 0.2 kcal per mole
Calculated total energy ... -5619.88257 hartree

Atoms and positions in Å:
Rh -0.444 -1.036 0.849
N 2.017 -6.222 -1.798
C 1.698 -5.659 -0.609
O 2.369 -5.707 0.398
C 0.383 -4.923 -0.540
C -0.819 -5.341 -1.086
C -1.962 -4.574 -0.876
C -1.863 -3.407 -0.159
N -0.690 -3.003 0.378
C 0.406 -3.754 0.189
H 2.896 -6.708 -1.877
H 1.518 -6.006 -2.643
H -0.875 -6.263 -1.654
H -2.923 -4.879 -1.265
H -2.727 -2.781 0.022
H 1.326 -3.449 0.666
F -1.787 0.435 -4.122
C -2.173 -0.228 -3.081
F -3.407 0.088 -2.731
F -2.056 -1.528 -3.230
S -1.138 0.244 -1.552
O -0.650 1.594 -1.657
O -2.023 -0.018 -0.368
N 0.003 -0.853 -1.258
S 1.135 -1.241 -2.439
O 0.818 -0.441 -3.577
O 1.286 -2.649 -2.491
C 2.680 -0.614 -1.656
F 2.619 0.712 -1.556
F 3.712 -0.988 -2.356
F 2.749 -1.130 -0.418
C 1.133 3.289 3.319
C -0.265 3.422 2.714
As -0.360 2.953 0.842
C -2.117 3.466 0.187
C -2.757 4.530 1.073
C 1.169 3.721 -0.022
C 0.916 5.235 -0.083
H 1.074 3.462 4.392
H 1.815 4.036 2.915
H 1.580 2.306 3.170
H -0.632 4.445 2.786
H -0.994 2.781 3.216
H -2.712 2.556 0.111
H -1.911 3.817 -0.824
H -2.965 4.175 2.080
H -3.709 4.800 0.614
H -2.162 5.441 1.131
H 1.266 3.261 -1.003
H 2.027 3.462 0.592
H 0.163 5.492 -0.826
H 1.845 5.719 -0.380
H 0.625 5.660 0.878
S 0.791 -1.712 2.857
C -0.778 -1.649 3.431
N -1.248 -1.960 4.657
C -2.561 -1.832 4.960
C -3.438 -1.376 4.007
C -2.923 -1.075 2.753
N -1.622 -1.222 2.500
H -0.597 -2.308 5.357
H -2.857 -2.097 5.967
H -4.491 -1.275 4.223
H -3.547 -0.712 1.945
O 1.263 0.892 0.926
N 0.098 0.976 1.148



[6]
DFT (ωB97M-V with the def2-TZVPD basis set) results for C17H15Cl2NO5S in the gas phase.

Results
LUMO level ... 0.3 eV
HOMO-LUMO gap ... 9.840 eV
Molecular weight ... 416.3 Da
Energy above the lowest of the compared OMol25 structures with the same formula, charge and spin ... 11.4 kcal per mole
Calculated total energy ... -2406.32413 hartree

Atoms and positions in Å:
O 1.096 1.854 -0.929
C 0.119 1.286 -1.344
C -1.291 1.754 -1.047
C -1.641 1.358 0.399
N -0.587 1.639 1.345
S 0.494 0.392 1.626
O 1.775 0.913 1.961
O 0.395 -0.593 0.592
C -0.236 -0.268 3.152
C -0.285 0.588 4.247
Cl 0.282 2.191 4.090
C -0.790 0.167 5.470
C -1.253 -1.130 5.600
C -1.218 -1.997 4.525
C -0.709 -1.565 3.304
Cl -0.685 -2.677 2.002
O 0.122 0.190 -2.090
C 1.375 -0.437 -2.340
C 1.719 -0.513 -3.824
O 2.873 -0.558 -4.179
C 0.592 -0.534 -4.783
C 0.810 -0.008 -6.057
C -0.204 -0.004 -6.994
C -1.441 -0.543 -6.676
C -1.657 -1.088 -5.420
C -0.650 -1.083 -4.472
H -1.995 1.300 -1.742
H -1.316 2.841 -1.142
H -2.545 1.887 0.718
H -1.822 0.283 0.453
H -0.093 2.502 1.161
H -0.811 0.856 6.298
H -1.643 -1.467 6.548
H -1.577 -3.010 4.612
H 1.321 -1.452 -1.929
H 2.169 0.103 -1.813
H 1.783 0.401 -6.287
H -0.032 0.414 -7.975
H -2.234 -0.545 -7.408
H -2.617 -1.522 -5.180
H -0.822 -1.521 -3.501



[7]
DFT (ωB97M-V with the def2-TZVPD basis set) results for C10H10BrIN2O in the gas phase.

Results
LUMO level ... 0.3 eV
HOMO-LUMO gap ... 8.111 eV
Molecular weight ... 381.0 Da
Energy above the lowest of the compared OMol25 structures with the same formula, charge and spin ... 0.0 kcal per mole
Calculated total energy ... -3443.35707 hartree

Atoms and positions in Å:
C -4.076 1.216 -1.642
C -2.833 1.160 -0.873
C -2.287 0.166 -0.141
I -3.257 -1.539 0.520
N -1.189 0.657 0.620
C 0.140 0.034 0.639
C 0.242 -1.313 0.959
C 1.553 -1.813 0.799
C 2.701 -1.074 0.425
C 4.078 -1.724 0.280
Br 5.437 -0.426 -0.007
C 2.475 0.248 0.186
C 1.249 0.840 0.338
N -1.128 2.045 0.287
O -2.007 2.230 -0.862
H -3.869 1.004 -2.802
H -4.654 2.147 -1.495
H -4.753 0.429 -1.094
H -0.552 -1.985 0.990
H 1.846 -2.790 1.268
H 4.046 -2.329 -0.647
H 4.218 -2.311 1.124
H 3.326 0.857 -0.029
H 0.913 1.780 0.094
H -1.619 2.491 1.062



[8]
DFT (ωB97M-V with the def2-TZVPD basis set) results for C23H29N3O6S in the gas phase.

Results
LUMO level ... 0.4 eV
HOMO-LUMO gap ... 9.332 eV
Molecular weight ... 475.6 Da
Energy above the lowest of the compared OMol25 structures with the same formula, charge and spin ... 17.2 kcal per mole
Calculated total energy ... -1907.77023 hartree

Atoms and positions in Å:
C -1.805 -2.573 -2.995
O -0.669 -2.585 -2.158
C -0.807 -2.162 -0.874
C -1.898 -1.446 -0.389
C -1.933 -1.072 0.943
C -0.911 -1.433 1.796
S -1.013 -0.978 3.530
O -2.305 -0.399 3.756
O -0.612 -2.099 4.330
N 0.114 0.225 3.760
C 1.489 -0.195 3.879
C 2.310 0.937 4.488
C 2.249 2.152 3.552
C 3.084 1.814 2.315
O 4.207 1.362 2.434
N 2.552 2.090 1.103
C 3.198 1.638 -0.103
C 2.536 0.365 -0.665
C 1.119 0.676 -1.115
O 0.317 1.207 -0.369
N 0.863 0.351 -2.405
C -0.305 0.555 -3.149
C -1.457 1.131 -2.617
C -2.561 1.296 -3.431
C -2.553 0.903 -4.759
C -1.404 0.329 -5.293
O -1.266 -0.103 -6.576
C -2.352 0.054 -7.458
C -0.285 0.160 -4.480
C 0.783 2.542 3.348
C -0.084 1.366 2.893
C 0.177 -2.149 1.327
C 0.238 -2.497 -0.007
H -1.487 -3.044 -3.924
H -2.147 -1.557 -3.206
H -2.622 -3.151 -2.553
H -2.714 -1.173 -1.038
H -2.764 -0.515 1.345
H 1.494 -1.080 4.516
H 1.914 -0.455 2.896
H 3.346 0.618 4.604
H 1.900 1.195 5.464
H 2.772 2.988 4.031
H 1.571 2.307 1.008
H 4.239 1.426 0.154
H 3.163 2.435 -0.852
H 3.140 -0.033 -1.480
H 2.488 -0.381 0.131
H 1.598 -0.112 -2.922
H -1.480 1.438 -1.587
H -3.455 1.741 -3.021
H -3.436 1.049 -5.360
H -2.013 -0.344 -8.414
H -3.228 -0.510 -7.122
H -2.621 1.108 -7.581
H 0.595 -0.290 -4.913
H 0.684 3.367 2.640
H 0.405 2.887 4.313
H -1.142 1.627 2.966
H 0.128 1.095 1.850
H 0.949 -2.454 2.015
H 1.072 -3.057 -0.402



[9]
DFT (ωB97M-V with the def2-TZVPD basis set) results for 6 unconnected molecules or ions with the total composition C12H30Cl9O12P3.

Results
LUMO level ... 0.5 eV
HOMO-LUMO gap ... 10.733 eV
Molecular weight ... 778.4 Da
Energy above the lowest of the compared OMol25 structures with the same formula, charge and spin ... 77.8 kcal per mole
Calculated total energy ... -6544.03537 hartree

Atoms and positions in Å:
C 5.591 3.997 5.519
O 5.495 3.097 4.452
P 4.540 3.291 3.120
O 3.350 4.141 3.312
O 4.070 1.816 2.712
C 3.010 1.634 1.756
O 5.548 3.832 1.936
C 6.161 5.093 2.123
H 5.348 3.398 6.396
H 4.837 4.783 5.469
H 6.577 4.462 5.514
H 2.183 1.082 2.202
H 3.277 1.099 0.845
H 2.650 2.526 1.244
H 5.958 5.805 1.323
H 7.239 5.186 1.986
H 5.905 5.574 3.067
C -1.017 6.288 -1.431
O -1.112 6.390 -2.884
P 0.014 5.777 -3.824
O -0.060 4.309 -3.881
O 1.404 6.480 -3.344
C 1.453 7.910 -3.082
O -0.328 6.422 -5.294
C 0.099 5.961 -6.570
H -1.960 6.621 -0.997
H -0.371 6.914 -0.816
H -0.997 5.236 -1.149
H 0.498 8.382 -2.851
H 1.888 8.407 -3.949
H 2.077 8.067 -2.202
H 0.397 4.923 -6.421
H 0.900 6.590 -6.958
H -0.797 6.042 -7.186
C -0.561 -3.727 -1.804
O -0.757 -4.057 -0.477
P -2.228 -4.195 0.138
O -2.830 -2.897 0.560
O -1.991 -5.185 1.415
C -1.220 -4.790 2.564
O -3.023 -5.046 -0.980
C -3.004 -6.412 -0.904
H 0.246 -4.405 -2.081
H -0.339 -2.665 -1.910
H -1.407 -4.128 -2.361
H -0.323 -5.406 2.616
H -1.732 -4.750 3.525
H -0.915 -3.745 2.505
H -3.441 -6.806 0.014
H -2.067 -6.891 -1.188
H -3.578 -6.851 -1.719
Cl 3.294 0.951 -8.944
C 3.075 0.223 -7.311
Cl 4.061 -1.140 -7.148
Cl 1.318 -0.354 -7.362
H 3.191 0.973 -6.528
Cl -5.941 -4.875 10.962
C -5.541 -4.813 9.246
Cl -6.217 -3.443 8.500
Cl -5.790 -6.253 8.239
H -4.468 -4.659 9.132
Cl -9.280 -12.665 -1.044
C -8.386 -13.286 0.343
Cl -7.222 -12.063 0.811
Cl -7.639 -14.791 -0.098
H -9.113 -13.388 1.149



Number 1: F_max 7.31 eV/Å. Number 2: F_max 1.19 eV/Å. Number 3: F_max 0.56 eV/Å. Number 4: F_max 1.33 eV/Å. Number 5: F_max 3.16 eV/Å. Number 6: F_max 1.00 eV/Å. Number 7: F_max 3.77 eV/Å. Number 8: F_max 1.02 eV/Å. Number 9: F_max 3.68 eV/Å.